# 1
DFT (wB97M-V/def2-TZVPD) results for CH5NO3P2 in the gas phase.

**Total charge**: 0
**LUMO level (spin up / spin down)**: -1.37 / -1.37 eV
**Max |F|**: 5.7 eV/A
**Highest occupied orbital energy (spin up / spin down)**: -0.25923 / -0.25926 hartree
**Calculated total energy**: -27327.734 eV
**SMILES string**: [NH3+]CP([O-])OP=O
**Energy relative to the best compared isomer or geometry (same formula, charge and spin)**: 58.4 kcal/mol

Cartesian coordinates (Å):
P (-0.213, 0.909, 2.522)
O (0.959, 1.284, 1.677)
H (-0.183, -0.863, -2.077)
P (-1.714, -0.283, 0.013)
C (0.090, -0.718, -0.981)
O (-2.646, -1.376, -0.005)
H (0.811, 0.847, 0.417)
H (1.920, 0.346, -0.500)
H (0.578, 1.358, -1.236)
O (-1.071, -0.263, 1.562)
N (0.900, 0.473, -0.682)
H (0.568, -1.714, -0.710)

Atom charges from the Löwdin analysis, given in e for atoms 1 to 5:
1. P 0.949
2. O -0.475
3. H 0.075
4. P 0.526
5. C -0.329

# 2
DFT (wB97M-V/def2-TZVPD) results for 2 unconnected molecules or ions with the total composition CH5NOS2.

**Total charge**: 0
**LUMO level**: -0.38 eV
**Max |F|**: 3.0 eV/A
**Highest occupied orbital energy**: -0.33061 hartree
**Calculated total energy**: -26325.166 eV
**SMILES string**: NC=O.SS
**Energy relative to the best compared isomer or geometry (same formula, charge and spin)**: 28.5 kcal/mol

Cartesian coordinates (Å):
H (2.439, 1.105, -2.001)
H (-0.909, 0.067, 0.105)
H (3.782, 0.379, -0.297)
S (3.561, 1.563, 0.461)
O (-3.414, -0.753, -0.513)
N (-1.466, -0.473, 0.818)
H (-0.887, -1.193, 1.164)
H (-2.722, -1.974, 1.034)
C (-2.674, -1.008, 0.417)
S (2.290, 2.287, -1.188)

Atom charges from the Löwdin analysis, given in e for atoms 1 to 5:
1. H -0.155
2. H 0.122
3. H -0.172
4. S 0.171
5. O 0.022

# 3
DFT (wB97M-V/def2-TZVPD) results for 2 unconnected molecules or ions with the total composition CH5NOS2.

**Total charge**: +1
**LUMO level (spin up / spin down)**: -6.15 / -9.28 eV
**Max |F|**: 1.8 eV/A
**Spin multiplicity**: 2
**Highest occupied orbital energy (spin up / spin down)**: -0.46087 / -0.46084 hartree
**Calculated total energy**: -26316.445 eV
**Energy relative to the best compared isomer or geometry (same formula, charge and spin)**: 32.9 kcal/mol

Cartesian coordinates (Å):
S (2.709, 1.054, -1.388)
H (1.831, 2.054, -1.711)
C (-2.295, -1.811, 0.278)
S (3.518, 1.702, 0.382)
O (-3.265, -1.661, -0.405)
H (-1.997, -2.801, 0.659)
H (-1.731, 0.140, 0.771)
H (3.046, 2.989, 0.237)
N (-1.408, -0.807, 0.615)
H (-0.409, -0.859, 0.563)

Atom charges from the Löwdin analysis, given in e for atoms 1 to 5:
1. S 0.574
2. H -0.080
3. C -0.411
4. S 0.584
5. O 0.057

# 4
DFT (wB97M-V/def2-TZVPD) results for CH5NP2 in the gas phase.

**Total charge**: 0
**LUMO level (spin up / spin down)**: 0.24 / -2.25 eV
**Max |F|**: 4.8 eV/A
**Spin multiplicity**: 3
**Highest occupied orbital energy (spin up / spin down)**: -0.23155 / -0.36356 hartree
**Calculated total energy**: -21180.889 eV
**Energy relative to the best compared isomer or geometry (same formula, charge and spin)**: 41.8 kcal/mol

Cartesian coordinates (Å):
H (1.757, -0.096, 0.960)
N (-0.866, -0.088, 0.610)
H (2.095, -1.785, 0.660)
H (-3.316, 0.989, 0.322)
P (-0.055, -0.942, -0.419)
H (2.207, -0.524, -0.648)
H (-2.996, -0.840, 1.402)
C (1.650, -0.911, 0.166)
P (-2.868, -0.336, -0.005)

Atom charges from the Löwdin analysis, given in e for atoms 1 to 5:
1. H 0.055
2. N -0.571
3. H 0.026
4. H -0.172
5. P 0.558

# 5
DFT (wB97M-V/def2-TZVPD) results for 2 unconnected molecules or ions with the total composition CH5NS.

**Total charge**: 0
**LUMO level**: 0.69 eV
**Max |F|**: 6.8 eV/A
**Highest occupied orbital energy**: -0.29273 hartree
**Calculated total energy**: -13440.068 eV
**Energy relative to the best compared isomer or geometry (same formula, charge and spin)**: 60.5 kcal/mol

Cartesian coordinates (Å):
H (1.835, 0.539, 1.102)
H (-1.506, 0.849, 0.505)
H (-0.689, -0.553, 1.036)
N (0.725, 0.403, -0.598)
H (0.505, 0.056, -1.595)
C (-1.116, -0.118, 0.109)
S (1.863, -0.477, 0.138)
H (-1.617, -0.699, -0.697)

Atom charges from the Löwdin analysis, given in e for atoms 1 to 5:
1. H -0.094
2. H 0.030
3. H 0.006
4. N -0.593
5. H 0.033

# 6
DFT (wB97M-V/def2-TZVPD) results for 2 unconnected molecules or ions with the total composition CH5O2P.

**Total charge**: 0
**LUMO level (spin up / spin down)**: 0.22 / 0.22 eV
**Max |F|**: 4.5 eV/A
**Highest occupied orbital energy (spin up / spin down)**: -0.31466 / -0.31469 hartree
**Calculated total energy**: -14497.344 eV
**Energy relative to the best compared isomer or geometry (same formula, charge and spin)**: 101.2 kcal/mol

Cartesian coordinates (Å):
H (1.856, 0.132, 1.266)
H (-1.235, 0.486, 1.552)
P (1.045, 0.914, 0.411)
H (-0.780, 1.050, -1.375)
H (1.541, 0.689, -0.747)
O (-1.476, -0.132, 0.814)
H (-0.637, -1.630, -1.345)
O (0.023, -1.348, -0.640)
C (-0.336, -0.161, 0.064)

Atom charges from the Löwdin analysis, given in e for atoms 1 to 5:
1. H -0.098
2. H 0.106
3. P 0.813
4. H 0.105
5. H -0.154

# 7
DFT (wB97M-V/def2-TZVPD) results for CH5O2P in the gas phase.

**Total charge**: 0
**LUMO level**: 0.73 eV
**Max |F|**: 5.6 eV/A
**Highest occupied orbital energy**: -0.40020 hartree
**Calculated total energy**: -14501.225 eV
**SMILES string**: CO[PH2]=O
**Energy relative to the best compared isomer or geometry (same formula, charge and spin)**: 11.7 kcal/mol

Cartesian coordinates (Å):
H (0.852, -0.049, 0.936)
P (-1.834, 0.150, -0.233)
O (-3.135, -0.199, 0.217)
H (1.216, -1.562, 0.018)
H (-1.507, 0.161, -1.765)
O (-0.759, -0.960, 0.318)
H (1.090, 0.088, -0.824)
H (-1.175, 1.347, 0.165)
C (0.736, -0.613, 0.028)

Atom charges from the Löwdin analysis, given in e for atoms 1 to 5:
1. H 0.059
2. P 0.524
3. O -0.353
4. H 0.061
5. H 0.053

# 8
DFT (wB97M-V/def2-TZVPD) results for 2 unconnected molecules or ions with the total composition CH5O2PS.

**Total charge**: 0
**LUMO level (spin up / spin down)**: -2.27 / -0.13 eV
**Max |F|**: 3.3 eV/A
**Highest occupied orbital energy (spin up / spin down)**: -0.30883 / -0.33252 hartree
**Calculated total energy**: -25334.745 eV
**Energy relative to the best compared isomer or geometry (same formula, charge and spin)**: 81.8 kcal/mol

Cartesian coordinates (Å):
S (1.635, 1.418, 0.400)
P (0.400, 0.960, -1.387)
C (-1.050, -0.796, 0.927)
H (0.501, 1.526, 0.963)
H (-0.385, -0.178, 1.574)
O (-0.970, 0.882, -0.841)
H (1.742, -0.603, -1.588)
H (-2.045, -0.950, 1.061)
O (0.779, -0.579, -1.640)
H (-0.607, -1.681, 0.528)

Atom charges from the Löwdin analysis, given in e for atoms 1 to 5:
1. S 0.423
2. P 0.422
3. C 0.144
4. H -0.278
5. H 0.004

# 9
DFT (wB97M-V/def2-TZVPD) results for 2 unconnected molecules or ions with the total composition CH5O2PS.

**Total charge**: 0
**LUMO level**: 0.16 eV
**Max |F|**: 2.3 eV/A
**Highest occupied orbital energy**: -0.28808 hartree
**Calculated total energy**: -25335.364 eV
**Energy relative to the best compared isomer or geometry (same formula, charge and spin)**: 67.5 kcal/mol

Cartesian coordinates (Å):
P (0.389, 1.950, 0.534)
O (-0.920, -2.032, -1.000)
H (0.973, -1.785, -0.340)
O (-0.498, -1.037, 0.972)
C (-0.052, -1.463, -0.209)
S (0.633, 0.908, -1.172)
H (-1.827, -1.841, -0.711)
H (1.565, 2.704, 0.492)
H (0.112, -0.409, 1.404)
H (-0.375, 3.006, 0.030)

Atom charges from the Löwdin analysis, given in e for atoms 1 to 5:
1. P 0.262
2. O 0.104
3. H 0.124
4. O -0.003
5. C -0.402

# 10
DFT (wB97M-V/def2-TZVPD) results for CH5O2PS in the gas phase.

**Total charge**: 0
**LUMO level (spin up / spin down)**: 0.74 / -3.14 eV
**Max |F|**: 3.2 eV/A
**Spin multiplicity**: 3
**Highest occupied orbital energy (spin up / spin down)**: -0.17175 / -0.34772 hartree
**Calculated total energy**: -25332.956 eV
**Energy relative to the best compared isomer or geometry (same formula, charge and spin)**: 41.9 kcal/mol

Cartesian coordinates (Å):
P (-0.706, -0.186, -0.795)
O (0.188, 0.197, 0.531)
H (2.115, 0.687, 0.548)
S (-2.521, -0.112, 0.380)
H (-2.280, -1.438, 0.886)
O (-0.870, 1.338, -1.369)
H (-0.884, 1.291, -2.339)
H (1.733, -0.831, -0.224)
H (1.705, -0.750, 1.687)
C (1.519, -0.196, 0.696)

Atom charges from the Löwdin analysis, given in e for atoms 1 to 5:
1. P 0.470
2. O -0.505
3. H 0.068
4. S 0.400
5. H -0.129

# 11
DFT (wB97M-V/def2-TZVPD) results for a molecular structure, CH5O2Tb.

**Total charge**: +1
**LUMO level (spin up / spin down)**: -3.86 / -5.43 eV
**Max |F|**: 4.5 eV/A
**Spin multiplicity**: 8
**Highest occupied orbital energy (spin up / spin down)**: -0.49538 / -0.46764 hartree
**Calculated total energy**: -27637.889 eV

Cartesian coordinates (Å):
O (0.999, -0.523, -0.725)
H (0.581, 1.073, -0.340)
Tb (-0.639, 3.653, 0.662)
H (-1.340, -0.843, -0.562)
H (-0.291, -1.039, 1.105)
C (-0.418, -1.016, 0.010)
O (-0.245, 1.598, 0.196)
H (-0.358, -2.098, -0.198)
H (1.712, -0.806, -0.147)

Atom charges from the Löwdin analysis, given in e for atoms 1 to 5:
1. O -0.183
2. H 0.056
3. Tb 1.601
4. H 0.085
5. H 0.082

# 12
DFT (wB97M-V/def2-TZVPD) results for a gas-phase ion, CH5O3Si (charge +1).

**Total charge**: +1
**LUMO level (spin up / spin down)**: -9.10 / -9.07 eV
**Max |F|**: 4.4 eV/A
**Highest occupied orbital energy (spin up / spin down)**: -0.59039 / -0.59044 hartree
**Calculated total energy**: -15122.039 eV
**Energy relative to the best compared isomer or geometry (same formula, charge and spin)**: 118.3 kcal/mol

Cartesian coordinates (Å):
O (0.873, 2.607, -2.016)
H (-1.665, -0.024, 0.900)
H (-1.129, -1.455, 1.924)
Si (0.273, -0.915, -0.271)
H (-0.205, 0.065, 1.839)
C (-0.838, -0.542, 1.324)
O (1.167, 1.573, -1.485)
O (0.210, 0.829, -0.936)
H (1.661, -0.757, 0.142)
H (-0.348, -1.380, -1.421)

Atom charges from the Löwdin analysis, given in e for atoms 1 to 5:
1. O 0.285
2. H 0.021
3. H 0.077
4. Si 0.888
5. H -0.015